# 1
The following is a quantum chemistry calculation of a structure of composition C44H48Cl2N5OP2STeY, from the Open Molecules 2025 dataset.

## Properties
F_max: 0.0293 hartree/bohr
Total charge: +2
Kohn-Sham gap: 6.2 eV

The geometry in XYZ format:
```
105
C44H48Cl2N5OP2STeY | the Open Molecules 2025 dataset | the ωB97M-V functional and the def2-TZVPD basis
Y 0.1584 -0.1891 0.0077
N -3.8751 -0.7188 3.1743
C -2.5581 0.0107 3.1151
C -2.7808 1.5117 3.1429
C -1.4478 2.2232 2.8923
N -0.9898 1.9900 1.4982
C -0.4017 1.7657 3.9101
C -0.2620 0.2476 4.0482
N 0.4360 -0.3293 2.8756
C -1.6297 -0.4266 4.2338
H -4.4990 -0.3792 2.4375
H -4.3345 -0.5939 4.0772
H -3.7380 -1.7222 3.0049
H -2.1194 -0.2466 2.1561
H -3.1673 1.8321 4.1150
H -3.5032 1.8085 2.3743
H -1.6173 3.2907 3.0469
H -0.4027 2.7788 1.2422
H -1.8035 2.0448 0.8913
H -0.6769 2.1701 4.8868
H 0.5697 2.1952 3.6470
H 0.3195 0.0562 4.9527
H 0.5559 -1.3237 3.0534
H 1.3833 0.0397 2.8634
H -2.0318 -0.1351 5.2087
H -1.5023 -1.5146 4.2292
Te 3.2297 0.2100 -2.8350
C 3.8350 -0.4921 -4.7429
C 5.0627 -1.1136 -4.9028
C 5.4019 -1.5821 -6.1665
N 4.6091 -1.4624 -7.2256
C 3.4400 -0.8491 -7.0626
C 3.0076 -0.3461 -5.8432
C 1.0814 0.0779 -3.2672
P 0.4557 1.4822 -2.2934
C -1.2799 1.8226 -2.7888
C -1.7925 1.4668 -4.0295
C -3.1037 1.7751 -4.3610
C -3.9101 2.4558 -3.4595
C -3.3921 2.8661 -2.2399
C -2.0826 2.5513 -1.9136
C 1.2799 2.9335 -3.0562
C 1.2739 3.0189 -4.4464
C 1.9686 4.0311 -5.0868
C 2.6662 4.9761 -4.3450
C 2.6481 4.9172 -2.9614
C 1.9554 3.8997 -2.3210
P 0.6335 -1.4513 -2.3859
C -0.9652 -2.1350 -2.9838
C -1.5087 -3.1753 -2.2285
C -2.7005 -3.7739 -2.6026
C -3.3540 -3.3490 -3.7529
C -2.7848 -2.3631 -4.5436
C -1.5901 -1.7640 -4.1651
C 1.7253 -2.7706 -3.0067
C 1.7428 -3.0192 -4.3764
C 2.5998 -3.9790 -4.8908
C 3.4237 -4.7030 -4.0391
C 3.3895 -4.4729 -2.6709
C 2.5420 -3.5045 -2.1533
H 5.7445 -1.2472 -4.0713
H 6.3491 -2.0836 -6.3335
H 2.8216 -0.7592 -7.9498
H 2.0429 0.1365 -5.7516
H -1.1570 0.9560 -4.7383
H -3.4911 1.4893 -5.3307
H -4.9358 2.6850 -3.7200
H -4.0085 3.4324 -1.5524
H -1.6534 2.9183 -0.9861
H 0.7312 2.2864 -5.0273
H 1.9690 4.0809 -6.1680
H 3.2157 5.7612 -4.8479
H 3.1807 5.6618 -2.3830
H 1.9379 3.8708 -1.2404
H -0.9633 -3.5430 -1.3677
H -3.1136 -4.5810 -2.0080
H -4.2891 -3.8098 -4.0446
H -3.2590 -2.0730 -5.4729
H -1.1269 -1.0258 -4.8024
H 1.0914 -2.4594 -5.0358
H 2.6253 -4.1652 -5.9571
H 4.0908 -5.4538 -4.4427
H 4.0251 -5.0486 -2.0099
H 2.5200 -3.3106 -1.0870
Cl -0.8033 -2.6408 1.1902
C -2.5382 -2.7545 0.9953
C -3.1505 -3.8802 1.5258
C -4.5201 -4.0269 1.3946
C -5.2580 -3.0475 0.7439
C -4.6280 -1.9260 0.2303
Cl -5.5946 -0.7048 -0.5127
C -3.2286 -1.7394 0.3223
S -2.5106 -0.2821 -0.3182
H -2.5578 -4.6403 2.0197
H -5.0107 -4.9086 1.7843
H -6.3293 -3.1515 0.6326
C 4.5934 1.0076 1.4965
C 3.2169 1.2236 0.9555
N 2.8545 2.4737 0.6724
O 2.4318 0.2636 0.8004
H 5.2491 1.8499 1.2899
H 5.0077 0.0989 1.0639
H 4.5421 0.8618 2.5770
H 3.5152 3.2315 0.7102
H 1.9862 2.6242 0.1820
```

# 2
The following is a quantum chemistry calculation of a structure of composition C44H49BrN5O2S5SiZr, from the Open Molecules 2025 dataset.

## Properties
F_max: 0.0145 hartree/bohr
Total charge: +1
Kohn-Sham gap: 6.9 eV
ΔE to the lowest compared entry with this formula, charge and spin: 0.0 kcal per mole

The geometry in XYZ format:
```
108
C44H49BrN5O2S5SiZr | the Open Molecules 2025 dataset | the ωB97M-V functional and the def2-TZVPD basis
Zr 0.4030 0.0198 -0.3286
O -5.5855 2.3466 -1.9280
C -4.3820 2.0873 -1.4095
C -3.4111 3.0589 -1.1792
C -2.1911 2.6691 -0.6765
N -1.8728 1.4006 -0.3803
C -2.8443 0.5129 -0.5736
Br -2.3454 -1.2378 -0.0766
C -4.0955 0.7649 -1.0787
H -5.6892 3.2873 -2.1196
H -3.5936 4.1002 -1.4068
H -1.4337 3.4201 -0.5021
H -4.8283 -0.0155 -1.2197
N 0.9249 2.4912 -0.3811
C 2.2619 3.0175 -0.5154
C 2.9107 3.5779 0.5727
C 4.2033 4.0656 0.4250
C 4.8362 4.0027 -0.8053
C 4.1743 3.4449 -1.8916
C 2.8903 2.9465 -1.7508
H 0.4800 2.8780 0.4472
H 0.3914 2.8057 -1.1916
H 2.4051 3.6552 1.5296
H 4.7087 4.5049 1.2747
H 5.8423 4.3818 -0.9183
H 4.6641 3.3824 -2.8541
H 2.3863 2.4832 -2.5925
C -0.7280 -3.6815 0.8629
Si 0.8739 -2.7221 0.4526
C 1.9069 -2.9217 2.0867
C 1.0098 -2.5772 3.2840
C 3.1464 -2.0257 2.1420
C 2.3799 -4.3691 2.2750
C 1.6199 -3.7233 -1.0255
C 3.1160 -3.4599 -1.2182
C 1.3992 -5.2363 -0.8874
C 0.8928 -3.2820 -2.2990
H -0.4821 -4.6675 1.2635
H -1.3405 -3.8524 -0.0271
H -1.3431 -3.1883 1.6197
H 0.5851 -1.5733 3.2085
H 1.5961 -2.6178 4.2092
H 0.1837 -3.2822 3.3901
H 2.8835 -0.9681 2.1464
H 3.8227 -2.1907 1.3028
H 3.7077 -2.2274 3.0615
H 1.5610 -5.0881 2.2176
H 2.8412 -4.4775 3.2630
H 3.1308 -4.6492 1.5365
H 3.7116 -3.8009 -0.3702
H 3.3286 -2.3997 -1.3712
H 3.4751 -3.9954 -2.1042
H 1.9244 -5.6649 -0.0360
H 1.7744 -5.7364 -1.7870
H 0.3424 -5.4905 -0.7963
H 1.0743 -2.2315 -2.5260
H -0.1911 -3.4225 -2.2333
H 1.2485 -3.8655 -3.1552
S 0.3593 1.5329 6.4039
C 0.1914 1.2158 4.6963
C 1.3403 1.3303 3.9074
C 1.2625 1.0619 2.5632
N 0.1216 0.6946 1.9455
C -0.9827 0.6204 2.7023
C -0.9973 0.8642 4.0573
C -1.2521 1.0954 7.0176
C -1.5621 -0.2293 7.2883
C -2.8318 -0.5143 7.7712
N -3.7570 0.4142 7.9973
C -3.4371 1.6799 7.7512
C -2.2000 2.0767 7.2580
H 2.2927 1.6018 4.3429
H 2.1463 1.1326 1.9408
H -1.8960 0.3355 2.1990
H -1.9251 0.7684 4.6021
H -0.8378 -1.0168 7.1302
H -3.1139 -1.5371 7.9913
H -4.2046 2.4175 7.9541
H -1.9849 3.1196 7.0707
S 5.2244 -0.0262 -0.4073
C 3.6527 0.0132 -0.3735
N 2.4614 0.0408 -0.3436
O 0.0003 0.1212 -2.2002
C -0.1317 0.2409 -3.6083
C -0.9938 1.4636 -3.9106
C -2.2318 1.5374 -4.4720
C -2.6987 2.8756 -4.6313
C -1.8065 3.7964 -4.1850
S -0.3878 3.0516 -3.5824
C 1.2574 0.4139 -4.2008
C 2.4370 -0.0373 -3.6861
C 3.5449 0.2176 -4.5364
C 3.1787 0.8452 -5.6870
S 1.4984 1.1403 -5.7440
C -0.7953 -1.0162 -4.1328
C -1.9558 -1.5784 -3.6854
C -2.2826 -2.7819 -4.3604
C -1.3584 -3.1016 -5.3093
S -0.1173 -1.9377 -5.4080
H -2.7738 0.6678 -4.8099
H -3.6396 3.1313 -5.0968
H -1.8832 4.8713 -4.2172
H 2.5221 -0.5302 -2.7305
H 4.5622 -0.0533 -4.2967
H 3.8079 1.1572 -6.5043
H -2.5491 -1.1512 -2.8898
H -3.1509 -3.3864 -4.1440
H -1.3494 -3.9586 -5.9623
```

# 3
The following is a quantum chemistry calculation of a structure of composition C44H49NP2Pd, from the Open Molecules 2025 dataset.

## Properties
Multiplicity: 5
<S²>: 6.02
F_max: 0.0691 hartree/bohr
Total charge: +2
Kohn-Sham gap (spin up / spin down): 7.5 / 4.8 eV
ΔE to the lowest compared entry with this formula, charge and spin: 0.0 kcal per mole

The geometry in XYZ format:
```
97
C44H49NP2Pd | the Open Molecules 2025 dataset | the ωB97M-V functional and the def2-TZVPD basis
Pd -1.4992 0.4562 -0.2476
C 0.8688 1.3816 4.9489
C 1.9270 1.2937 4.1283
C 2.8215 0.1151 3.9350
C 2.2673 -1.0338 3.0607
C 1.0001 -1.6854 3.5712
C 0.6145 -1.8124 4.8534
C 1.0501 -0.9419 6.0102
C 0.3731 0.4349 5.9983
C -2.5439 -1.2117 0.0348
H 0.2639 2.2982 4.8988
H 2.1684 2.1982 3.5376
H 3.1478 -0.2711 4.9035
H 3.7434 0.4910 3.4800
H 2.0458 -0.6748 2.0416
H 3.0947 -1.7671 3.0086
H 0.3140 -2.0397 2.7623
H -0.1040 -2.5991 5.1221
H 2.1284 -0.8159 6.1229
H 0.7942 -1.4191 6.9562
H -0.7074 0.3074 5.7808
H 0.4577 0.8964 7.0057
H -3.3512 -1.0218 0.7739
H -1.8033 -1.9376 0.4204
H -2.9488 -1.5514 -0.9339
P 0.4421 1.1918 -2.9873
P -0.2006 -1.7035 -3.4484
C 1.8056 0.0047 -2.9285
C 1.5509 -1.2756 -3.2926
C 1.1851 2.1469 -4.4922
C 2.5498 2.1381 -4.8239
C 3.0342 2.8499 -5.9331
C 2.1593 3.5780 -6.7456
C 0.7902 3.5659 -6.4425
C 0.3055 2.8510 -5.3388
C 1.0376 2.1561 -1.5473
C 0.9618 1.5327 -0.2788
C 1.3918 2.2319 0.8570
C 1.9375 3.5070 0.7355
C 2.0554 4.0942 -0.5342
C 1.6015 3.4256 -1.6779
C 0.0361 -2.5295 -5.1411
C 0.4919 -1.7533 -6.2277
C 0.8143 -2.3668 -7.4437
C 0.6847 -3.7529 -7.6035
C 0.2138 -4.5193 -6.5332
C -0.1261 -3.9110 -5.3168
C -0.2121 -3.2027 -2.3854
C -1.4819 -3.7413 -2.0981
C -1.5891 -4.8785 -1.2970
C -0.4403 -5.4702 -0.7513
C 0.8204 -4.9536 -1.0722
C 0.9409 -3.8162 -1.8778
H 2.7982 0.3531 -2.6241
H 2.3298 -2.0282 -3.4905
H 3.2751 1.5726 -4.2379
H 4.1023 2.8361 -6.1643
H 2.5403 4.1460 -7.6036
H 0.1011 4.1241 -7.0806
H -0.7673 2.8409 -5.1319
H 0.7436 0.4347 -0.1931
H 1.2737 1.7646 1.8346
H 2.2833 4.0283 1.6310
H 2.5051 5.0770 -0.6505
H 1.7187 3.8598 -2.6733
H 0.6381 -0.6748 -6.1134
H 1.1830 -1.7691 -8.2768
H 0.9458 -4.2317 -8.5505
H 0.1207 -5.6012 -6.6336
H -0.4714 -4.5350 -4.4872
H -2.3777 -3.2534 -2.4946
H -2.5756 -5.2944 -1.0899
H -0.5338 -6.3264 -0.0757
H 1.7205 -5.4377 -0.6886
H 1.9333 -3.4251 -2.1056
C -2.9482 -0.9960 5.3594
N -2.5844 0.2757 4.7768
C -2.9175 1.3370 5.7151
C -2.9415 0.3537 3.3701
C -2.7253 1.6541 2.6642
C -3.3634 2.7824 3.2581
C -3.1144 4.0690 2.7960
C -2.2672 4.2046 1.6963
C -1.8717 3.0592 0.9518
C -2.0585 1.7746 1.4170
H -2.4363 -1.0759 6.3203
H -2.6448 -1.8180 4.7099
H -4.0348 -1.0383 5.5263
H -2.4824 2.3110 5.4618
H -4.0102 1.4373 5.8679
H -2.4911 1.0245 6.6801
H -2.3683 -0.4182 2.8382
H -4.0226 0.0981 3.2394
H -4.0534 2.6841 4.1074
H -3.6066 4.9269 3.2645
H -1.9875 5.2053 1.3689
H -1.4402 3.1995 -0.0368
```

# 4
The following is a quantum chemistry calculation of a structure of composition C44H50ClMgN2O4PS, from the Open Molecules 2025 dataset.

## Properties
F_max: 0.0231 hartree/bohr
Total charge: -2
Kohn-Sham gap: 4.4 eV
ΔE to the lowest compared entry with this formula, charge and spin: 0.0 kcal per mole

The geometry in XYZ format:
```
104
C44H50ClMgN2O4PS | the Open Molecules 2025 dataset | the ωB97M-V functional and the def2-TZVPD basis
Mg 0.1772 -1.2667 -0.5145
Cl 2.2911 0.9410 1.3579
C 2.7894 2.5709 1.1281
C 4.0217 2.9593 1.6455
C 4.4908 4.2390 1.4101
C 3.7367 5.1258 0.6509
C 2.5086 4.7258 0.1502
C 2.0029 3.4486 0.3881
P 0.3376 2.8879 -0.1841
C 0.3048 3.7066 -1.8269
C -0.1344 4.9970 -2.1119
C -0.0649 5.4934 -3.4064
C 0.4513 4.7068 -4.4280
C 0.8872 3.4181 -4.1544
C 0.8056 2.9167 -2.8629
C -0.6891 4.0261 0.8359
C -0.2354 4.5852 2.0298
C -1.0689 5.3791 2.8061
C -2.3664 5.6410 2.3944
C -2.8351 5.0770 1.2151
C -2.0117 4.2603 0.4554
H 4.6044 2.2425 2.2078
H 5.4545 4.5369 1.8050
H 4.1033 6.1248 0.4496
H 1.9221 5.4220 -0.4364
H -0.5416 5.6167 -1.3211
H -0.4167 6.4966 -3.6168
H 0.4999 5.0938 -5.4388
H 1.2721 2.7896 -4.9474
H 1.1229 1.8990 -2.6504
H 0.7769 4.3974 2.3646
H -0.6986 5.7939 3.7359
H -3.0148 6.2673 2.9950
H -3.8531 5.2574 0.8954
H -2.3982 3.7968 -0.4468
C -5.3653 -0.5390 0.8739
C -4.3557 0.3359 0.1233
C -4.8498 1.7887 0.1726
C -4.1061 -0.1089 -1.3117
C -5.1289 0.1076 -2.2303
C -4.9527 -0.0921 -3.5875
C -3.6963 -0.4928 -4.0257
C -2.6464 -0.7312 -3.1529
C -1.3534 -1.2775 -3.7201
C -0.8611 -0.5310 -4.9579
C -1.4828 -2.7752 -4.0082
C -2.8366 -0.5962 -1.7454
N -1.8429 -0.9396 -0.8539
C -2.2695 -1.7809 0.1885
C -1.5247 -2.0666 1.2755
N -0.2307 -1.5562 1.4859
C 0.2657 -1.7192 2.7588
C -0.4968 -1.3587 3.9041
C -0.0304 -1.6553 5.1800
C 1.2048 -2.2484 5.3842
C 2.0020 -2.4981 4.2722
C 1.5767 -2.2241 2.9811
C 2.4856 -2.5630 1.8191
C 3.9551 -2.2136 2.0606
C 2.3440 -4.0347 1.4259
C -1.7462 -0.5018 3.7707
C -1.5579 0.8499 4.4722
C -3.0082 -1.1879 4.2929
H -5.5968 -0.1044 1.8514
H -4.9940 -1.5493 1.0368
H -6.2982 -0.6038 0.3047
H -3.4017 0.2933 0.6499
H -5.9128 1.8569 -0.0787
H -4.3031 2.4147 -0.5330
H -4.7208 2.1998 1.1778
H -6.0896 0.4664 -1.8700
H -5.7620 0.0801 -4.2880
H -3.5329 -0.6510 -5.0868
H -0.5757 -1.1708 -2.9722
H -1.5355 -0.6634 -5.8100
H 0.1252 -0.9103 -5.2320
H -0.7806 0.5393 -4.7597
H -2.1884 -2.9469 -4.8298
H -1.8494 -3.3012 -3.1247
H -0.5073 -3.1868 -4.2684
H -3.1996 -2.3261 0.0457
H -1.9037 -2.8197 1.9659
H -0.6390 -1.3848 6.0394
H 1.5536 -2.4807 6.3841
H 2.9896 -2.9272 4.4107
H 2.1696 -1.9953 0.9478
H 4.4365 -2.9445 2.7197
H 4.0619 -1.2273 2.5170
H 4.4781 -2.2168 1.1031
H 2.7246 -4.6781 2.2278
H 2.8968 -4.2247 0.5047
H 1.2965 -4.2809 1.2458
H -1.8887 -0.2930 2.7112
H -1.5561 0.7404 5.5612
H -2.3681 1.5350 4.2045
H -0.6117 1.3088 4.1791
H -2.8993 -1.4373 5.3535
H -3.2138 -2.1094 3.7474
H -3.8769 -0.5308 4.1890
O 1.0265 -2.7961 -1.4037
S 2.1098 -1.9124 -2.0060
O 2.0861 -1.9700 -3.4600
O 1.6545 -0.5227 -1.5288
O 3.4095 -2.2285 -1.4300
```